Computed, not measured: a 2-piece molecular cluster, C11H15N overall in a non-equilibrium geometry, with ωB97M-V with the def2-TZVPD basis set.

Computed properties:
- Net charge: -1
- ⟨S²⟩: 0.772
- Energy above the lowest of the compared OMol25 structures with the same formula, charge and spin: 9.8 kcal/mol
- Frontier orbital gap (alpha / beta): 0.1008 / 0.2263 hartree
- 2S+1: 2

Each line ends with the Mulliken charge.
CARTESIAN COORDINATES (ANGSTROEM)
1 C -1.342 -3.801 1.025  -0.6168
2 C -2.307 -2.655 1.295  -0.8701
3 H -0.345 -3.414 0.773  0.0944
4 H -1.293 -4.442 1.903  0.2934
5 H -1.521 -4.265 0.049  0.2560
6 H -2.319 -1.950 0.454  0.2392
7 H -2.056 -2.018 2.127  0.2783
8 H -3.330 -3.014 1.358  0.3211
9 C 2.563 0.505 1.418  -1.4292
10 C 0.880 1.490 -0.283  0.7248
11 C 1.451 0.426 0.419  0.8448
12 C 0.023 0.931 -1.275  -0.4114
13 C 0.960 -0.766 -0.107  -1.1086
14 C 0.174 3.708 -1.037  -0.5238
15 C -0.694 3.152 -1.981  -0.5378
16 C 0.962 2.921 -0.211  -0.6935
17 C -0.708 1.734 -2.141  -0.7547
18 N 0.070 -0.430 -1.128  0.1242
19 H 0.417 4.762 -1.129  0.2909
20 H -1.400 3.768 -2.521  0.3653
21 H 1.759 3.350 0.379  0.2994
22 H -1.293 1.265 -2.926  0.3009
23 H 2.307 1.173 2.234  0.2959
24 H 3.489 0.861 0.948  0.2927
25 H 1.064 -1.734 0.357  0.3666
26 H -0.377 -1.072 -1.754  0.1989
27 H 2.865 -0.487 1.751  0.3593

Computed, not measured: a 2-piece molecular cluster, C11H15N overall in a non-equilibrium geometry, with ωB97M-V with the def2-TZVPD basis set.

Computed properties:
- Structure (SMILES): Cc1c[nH]c2ccccc12.CC
- Energy above the lowest of the compared OMol25 structures with the same formula, charge and spin: 80.4 kcal/mol
- Frontier orbital gap: 0.3110 hartree

Each line ends with the Mulliken charge.
CARTESIAN COORDINATES (ANGSTROEM)
1 C -2.485 1.715 0.079  -1.2350
2 C -1.058 -1.811 0.153  -0.1394
3 C -0.970 -0.501 -0.246  0.9436
4 C -2.085 0.300 0.223  0.0813
5 C -2.772 -0.582 1.084  -0.5815
6 C -0.157 -2.866 0.057  -0.9071
7 C 1.016 -2.460 -0.593  -0.6130
8 C 0.162 -0.223 -1.074  0.2010
9 C 1.084 -1.198 -1.301  -0.7565
10 N -2.224 -1.846 1.127  -0.1737
11 H -2.496 -2.587 1.920  0.2863
12 H -0.143 -3.835 0.654  0.2915
13 H -3.595 -0.358 1.764  0.3936
14 H 1.664 -3.221 -0.939  0.3799
15 H 0.272 0.842 -1.572  0.4554
16 H -3.194 1.730 -0.675  0.3370
17 H -1.665 2.487 0.029  0.2817
18 H 1.669 -1.128 -2.237  0.3911
19 H -2.981 2.017 1.040  0.3363
20 C 2.992 1.317 -0.321  -0.6873
21 C 1.935 2.038 0.356  -1.0824
22 H 4.054 1.394 -0.184  0.4158
23 H 2.957 0.330 0.225  0.1840
24 H 2.665 1.226 -1.340  0.1830
25 H 1.726 2.955 -0.121  0.3530
26 H 2.550 2.697 1.207  0.2883
27 H 1.080 1.568 0.684  0.3731

Computed, not measured: a 2-piece molecular cluster, C11H15N overall in a non-equilibrium geometry, with ωB97M-V with the def2-TZVPD basis set.

Computed properties:
- Structure (SMILES): Cc1c[nH]c2ccccc12.CC
- Energy above the lowest of the compared OMol25 structures with the same formula, charge and spin: 21.7 kcal/mol
- Frontier orbital gap: 0.3171 hartree

Each line ends with the Mulliken charge.
CARTESIAN COORDINATES (ANGSTROEM)
1 C -0.809 0.150 2.485  -1.4322
2 C -0.096 -0.442 0.140  -0.7860
3 C -0.878 0.272 1.010  0.7801
4 C -1.155 1.038 -1.156  -0.1281
5 C -1.550 1.238 0.185  0.6533
6 C -1.660 1.826 -2.199  -0.5453
7 C -2.270 2.394 0.503  -0.5694
8 C -2.520 2.847 -1.870  -0.5557
9 C -2.852 3.106 -0.530  -0.4426
10 N -0.270 -0.019 -1.148  -0.0781
11 H 0.292 -1.407 0.450  0.4988
12 H -0.032 -0.531 -1.979  0.2334
13 H -1.642 -0.413 2.939  0.2934
14 H -1.020 1.079 3.021  0.3421
15 H -1.357 1.429 -3.165  0.3095
16 H -2.597 2.576 1.524  0.2845
17 H -2.789 3.629 -2.565  0.3464
18 H -3.551 3.861 -0.246  0.4091
19 H 0.112 -0.253 2.853  0.3681
20 C 3.671 -2.114 0.007  -0.7219
21 C 3.058 -3.492 0.028  -0.8784
22 H 2.995 -1.344 0.378  0.1969
23 H 4.620 -1.941 0.510  0.3179
24 H 3.822 -1.827 -1.035  0.2387
25 H 2.250 -3.525 -0.705  0.2458
26 H 2.523 -3.857 0.906  0.2959
27 H 3.705 -4.281 -0.344  0.3236

Computed, not measured: C11H15N as an isolated structure in a non-equilibrium geometry, with ωB97M-V with the def2-TZVPD basis set.

Computed properties:
- Energy above the lowest of the compared OMol25 structures with the same formula, charge and spin: 194.7 kcal/mol
- Frontier orbital gap: 0.3274 hartree

Each line ends with the Mulliken charge.
CARTESIAN COORDINATES (ANGSTROEM)
1 C -0.601 1.697 3.168  -0.7218
2 C 1.349 0.986 1.697  -0.6398
3 C -0.917 0.094 1.338  -0.0180
4 C -0.649 -1.337 0.685  -1.3982
5 C -0.076 -1.037 -0.658  0.8664
6 C 0.588 -2.069 -1.459  -0.5129
7 C 0.821 -1.609 -2.673  -0.2467
8 C 0.652 -0.309 -3.109  -0.6053
9 C 0.372 0.751 -2.174  -0.9980
10 C -0.194 0.446 -0.975  0.4380
11 C -1.203 1.003 0.142  -0.4759
12 H -0.416 2.701 2.474  0.2046
13 H 0.160 1.683 3.900  0.3812
14 H -1.813 1.598 3.259  0.2795
15 H 1.969 0.361 0.610  0.1955
16 H 1.428 2.261 1.467  0.2290
17 H 1.943 0.676 2.713  0.3256
18 H -2.105 0.122 1.685  0.2767
19 H -1.512 -1.991 0.885  0.4053
20 H -0.161 -1.946 1.629  0.2954
21 H 1.127 -2.968 -0.764  0.1940
22 H 1.370 -2.305 -3.240  0.3766
23 H 1.109 -0.070 -4.003  0.4525
24 H 0.027 1.628 -2.768  0.2477
25 H -1.113 2.194 0.486  0.1600
26 H -2.267 0.796 -0.205  0.3832
27 N -0.085 0.510 2.284  -0.0946

Computed, not measured: a 2-piece molecular cluster, C11H15N overall in a non-equilibrium geometry, with ωB97M-V with the def2-TZVPD basis set.

Computed properties:
- Structure (SMILES): Cc1c[nH]c2ccccc12.CC
- Energy above the lowest of the compared OMol25 structures with the same formula, charge and spin: 8.0 kcal/mol
- Frontier orbital gap: 0.3230 hartree

Each line ends with the Mulliken charge.
CARTESIAN COORDINATES (ANGSTROEM)
1 C -4.305 -0.614 0.335  -0.7666
2 C -3.737 -0.013 -0.970  -0.4502
3 H -3.675 -0.403 1.201  0.1883
4 H -5.273 -0.182 0.606  0.2916
5 H -4.416 -1.696 0.261  0.2592
6 H -2.919 0.662 -0.721  -0.0652
7 H -3.336 -0.824 -1.570  0.2470
8 H -4.498 0.510 -1.550  0.3181
9 C 3.475 -0.985 -1.099  -1.3082
10 C 0.362 -0.113 0.767  -0.5012
11 C 1.311 0.186 -0.205  1.2285
12 C 2.281 -0.885 -0.203  0.4247
13 C 1.850 -1.791 0.711  -0.6211
14 C -0.700 0.745 1.071  -0.7625
15 C -0.748 1.929 0.371  -0.4919
16 C 0.175 2.230 -0.653  -0.6266
17 C 1.231 1.398 -0.913  -0.4417
18 N 0.710 -1.314 1.340  -0.0729
19 H -1.328 0.589 1.943  0.4805
20 H -1.567 2.612 0.549  0.4055
21 H 0.103 -1.895 1.893  0.2329
22 H 0.009 3.165 -1.178  0.3706
23 H 2.087 -2.807 0.973  0.4064
24 H 2.000 1.606 -1.641  0.3304
25 H 3.351 -0.326 -1.952  0.3256
26 H 3.610 -1.991 -1.510  0.3318
27 H 4.401 -0.702 -0.609  0.2673

Computed, not measured: a 2-piece molecular cluster, C11H15N overall in a non-equilibrium geometry, with ωB97M-V with the def2-TZVPD basis set.

Computed properties:
- Structure (SMILES): Cc1c[nH]c2ccccc12.CC
- Energy above the lowest of the compared OMol25 structures with the same formula, charge and spin: 18.5 kcal/mol
- Frontier orbital gap: 0.3200 hartree

Each line ends with the Mulliken charge.
CARTESIAN COORDINATES (ANGSTROEM)
1 C -0.496 1.522 2.455  -1.3930
2 C 0.601 1.088 0.137  1.1187
3 C 0.566 1.026 1.541  0.4249
4 C 1.660 0.210 -0.310  -0.0439
5 C 1.562 0.183 1.963  -0.8242
6 C 0.257 1.675 -2.186  -0.8581
7 C 1.264 0.791 -2.542  -0.2840
8 C 0.001 1.873 -0.846  -0.2617
9 C 1.986 0.032 -1.641  -0.9321
10 N 2.176 -0.356 0.839  -0.0525
11 H -0.382 2.294 -2.801  0.3846
12 H 1.580 0.660 -3.576  0.3322
13 H -0.668 2.674 -0.544  0.3800
14 H 2.802 -0.583 -1.990  0.4059
15 H -1.463 1.125 2.138  0.2487
16 H -0.608 2.615 2.497  0.3296
17 H 1.941 0.088 2.965  0.4190
18 H 3.066 -0.818 0.915  0.2190
19 H -0.322 1.263 3.499  0.3970
20 C -2.686 -2.254 -0.484  -0.9890
21 C -1.176 -2.109 -0.059  -0.5078
22 H -3.105 -3.153 -0.055  0.3080
23 H -3.231 -1.378 -0.138  0.2803
24 H -2.773 -2.201 -1.565  0.2844
25 H -0.663 -3.068 -0.149  0.3650
26 H -0.741 -1.628 -0.938  0.0822
27 H -1.148 -1.573 0.877  0.1668